No. 1
Below is a single C5H8O molecule at a distorted geometry, with properties calculated with the ωB97M-V functional and the def2-TZVPD basis.

The geometry in XYZ format:
```
14
Properties=species:S:1:pos:R:3:forces:R:3:lowdin_charge:R:1
C 2.156 -0.334 0.208 0.99 -1.61 -0.89 -0.104
C 0.678 -0.536 0.374 0.40 1.02 -1.20 -0.098
C -0.162 0.010 -0.531 -0.54 -0.46 0.06 -0.338
O 0.203 0.108 -1.870 0.02 0.53 0.46 0.011
C -1.501 0.604 -0.247 0.53 -1.76 1.15 -0.105
C -2.077 0.406 0.944 -1.25 0.48 -0.98 0.016
H 2.698 -1.279 0.358 0.04 0.26 0.56 0.070
H 2.532 -0.067 -0.784 -0.79 0.19 -0.19 0.071
H 2.567 0.445 0.845 -0.20 -0.09 0.50 0.072
H 0.341 -1.069 1.250 -0.24 0.82 0.45 0.098
H -0.645 0.009 -2.322 0.34 0.22 -0.32 0.094
H -1.992 1.141 -1.051 0.10 0.28 0.19 0.104
H -1.752 -0.296 1.690 0.57 0.16 0.18 0.057
H -3.045 0.858 1.135 0.03 -0.04 0.03 0.054
```
Forces are in eV/Å.

Properties
- maximum force (eV Å⁻¹) = 2.17
- total charge = 0
- relative energy (zero: lowest compared OMol25 entry of this formula, charge and spin) (eV) = 2.296
- structure (SMILES) = C=C/C(O)=C/C
- HOMO (eV) = -7.925
- electronic energy (Ha) = -270.4735

***

No. 2
Below is a single C5H8O molecule, with properties calculated with the ωB97M-V functional and the def2-TZVPD basis.

The geometry in XYZ format:
```
14
Properties=species:S:1:pos:R:3:forces:R:3:lowdin_charge:R:1
C -2.053 0.082 1.508 0.39 0.11 0.89 -0.111
C -0.748 -0.137 0.798 0.06 0.09 -0.25 -0.169
C -0.586 0.003 -0.513 0.24 0.02 -0.12 -0.129
C 0.669 -0.150 -1.272 -0.67 0.20 0.38 -0.090
C 1.893 -0.090 -0.779 0.65 -0.29 -0.33 -0.199
O 2.991 -0.280 -1.604 -0.16 0.20 -0.06 -0.031
H -2.278 1.150 1.628 -0.20 -0.19 -0.46 0.076
H -2.864 -0.478 1.044 -0.10 0.30 -0.07 0.074
H -1.973 -0.251 2.548 -0.04 -0.25 -0.16 0.065
H 0.127 -0.404 1.379 -0.06 -0.10 0.20 0.096
H -1.438 0.292 -1.120 -0.13 -0.08 0.00 0.104
H 0.552 -0.260 -2.338 0.18 -0.06 -0.23 0.106
H 2.174 0.010 0.260 -0.34 0.22 0.22 0.115
H 3.534 0.514 -1.539 0.18 -0.15 0.00 0.092
```
Forces are in eV/Å.

Properties
- maximum force (eV Å⁻¹) = 0.97
- total charge = 0
- relative energy (zero: lowest compared OMol25 entry of this formula, charge and spin) (eV) = 1.602
- structure (SMILES) = C/C=C/C=C/O
- HOMO (eV) = -8.371
- electronic energy (Ha) = -270.4990

***

No. 3
Below is a single C5H8O molecule, with properties calculated with the ωB97M-V functional and the def2-TZVPD basis.

The geometry in XYZ format:
```
14
Properties=species:S:1:pos:R:3:forces:R:3:lowdin_charge:R:1
O 1.272 1.932 0.183 0.27 -0.50 0.04 0.043
C 1.744 0.834 0.359 -0.11 0.27 0.02 -0.247
C 1.049 -0.504 0.243 -0.05 -0.01 0.01 -0.135
C -0.289 -0.641 -0.469 0.05 -0.07 -0.01 -0.286
C -1.514 -0.374 0.358 -0.16 -0.07 0.17 -0.131
C -1.168 0.548 -0.771 -0.01 0.17 -0.14 -0.116
H 2.798 0.736 0.706 -0.08 0.04 -0.05 0.118
H 1.784 -1.207 -0.167 -0.07 0.11 0.06 0.114
H 0.909 -0.804 1.298 0.24 -0.05 -0.18 0.126
H -0.341 -1.483 -1.160 0.01 0.23 0.16 0.130
H -2.369 -1.034 0.253 0.10 0.13 0.01 0.097
H -1.317 -0.038 1.376 -0.16 0.00 -0.20 0.105
H -1.800 0.512 -1.653 0.16 -0.11 0.08 0.099
H -0.755 1.523 -0.554 -0.19 -0.15 0.05 0.082
```
Forces are in eV/Å.

Properties
- maximum force (eV Å⁻¹) = 0.57
- total charge = 0
- relative energy (zero: lowest compared OMol25 entry of this formula, charge and spin) (eV) = 1.502
- structure (SMILES) = O=CCC1CC1
- HOMO (eV) = -9.619
- electronic energy (Ha) = -270.5027

***

No. 4
Below is a molecular structure, C5H8O, with properties calculated with the ωB97M-V functional and the def2-TZVPD basis.

The geometry in XYZ format:
```
14
Properties=species:S:1:pos:R:3:forces:R:3:lowdin_charge:R:1
C -0.248 1.348 1.428 0.04 0.00 0.01 0.003
C 0.282 0.419 0.386 -0.16 0.33 0.19 -0.416
C -0.128 0.146 -1.104 0.16 -0.10 -0.07 -0.166
C -0.056 -1.248 -0.795 -0.10 0.03 0.06 -0.111
C 0.650 -1.034 0.505 -0.05 -0.37 0.18 -0.162
O 1.629 0.016 0.410 0.10 0.07 -0.03 0.030
H -1.341 1.298 1.462 0.16 0.00 -0.02 0.090
H 0.040 2.378 1.194 -0.04 -0.13 0.01 0.089
H 0.161 1.089 2.409 -0.06 0.03 -0.14 0.090
H -0.923 -0.217 -2.144 0.01 -0.06 -0.06 0.091
H 0.598 0.585 -1.789 -0.15 -0.07 0.04 0.101
H -0.894 -1.930 -0.837 0.14 0.08 -0.08 0.085
H -0.469 -1.186 -2.511 -0.03 0.10 0.06 0.131
H 0.702 -1.663 1.387 0.00 0.09 -0.13 0.145
```
Forces are in eV/Å.

Properties
- maximum force (eV Å⁻¹) = 0.41
- total charge = 0
- relative energy (zero: lowest compared OMol25 entry of this formula, charge and spin) (eV) = 7.885
- HOMO (alpha / beta) (eV) = -8.582 / -8.582
- electronic energy (Ha) = -270.2681

***

No. 5
Below is a single C5H8O molecule at a distorted geometry, with properties calculated with the ωB97M-V functional and the def2-TZVPD basis.

The geometry in XYZ format:
```
14
Properties=species:S:1:pos:R:3:forces:R:3:lowdin_charge:R:1
C -1.577 0.354 0.504 0.62 0.34 0.13 -0.134
O -1.859 -0.793 -0.254 0.50 -0.39 -0.38 -0.172
C -0.748 -1.529 -0.952 -0.73 0.34 0.37 -0.165
C 0.523 -0.886 -0.710 0.01 0.52 0.36 -0.024
C 1.057 0.047 -0.141 1.02 -0.83 -0.75 -0.128
C 1.973 1.036 0.406 0.23 0.08 0.03 -0.085
H -2.041 1.266 0.101 -0.28 -0.41 0.01 0.093
H -1.802 0.231 1.573 -0.32 -0.17 -0.32 0.093
H -0.484 0.550 0.461 -1.01 0.25 0.35 0.030
H -0.758 -2.556 -0.564 -0.10 0.26 -0.10 0.117
H -0.995 -1.544 -2.022 -0.04 0.01 0.32 0.118
H 1.978 1.054 1.500 -0.05 -0.08 -0.17 0.087
H 2.958 0.723 0.058 0.17 0.26 0.14 0.086
H 1.774 2.048 0.040 -0.01 -0.19 0.00 0.086
```
Forces are in eV/Å.

Properties
- maximum force (eV Å⁻¹) = 1.52
- total charge = 0
- relative energy (zero: lowest compared OMol25 entry of this formula, charge and spin) (eV) = 3.468
- structure (SMILES) = CC#CCOC
- HOMO (eV) = -9.478
- electronic energy (Ha) = -270.4304

***

No. 6
Below is a single C5H8O molecule at a distorted geometry, with properties calculated with the ωB97M-V functional and the def2-TZVPD basis.

The geometry in XYZ format:
```
14
Properties=species:S:1:pos:R:3:forces:R:3:lowdin_charge:R:1
C 0.058 -1.193 1.184 0.86 0.33 2.59 -0.093
C -0.278 -0.889 -0.233 1.51 -0.52 -1.28 -0.379
C 0.176 -1.692 -1.242 -0.34 0.48 1.85 0.047
C -0.751 0.528 -0.562 -2.08 -1.16 -3.06 -0.155
C 0.331 1.474 -0.199 -1.21 0.29 3.32 -0.259
H 0.781 -2.071 1.316 -1.14 1.21 -0.32 0.097
H -0.806 -1.338 1.892 0.39 -0.24 -1.04 0.090
H 0.523 -0.274 1.714 -0.36 -1.38 -1.10 0.093
H 0.001 -1.465 -2.288 0.10 -0.01 0.09 0.052
H 0.755 -2.591 -0.963 -0.60 0.44 -0.41 0.067
H -0.757 0.484 -1.761 -0.55 0.48 2.51 0.141
H -1.807 0.772 -0.148 1.95 -0.19 -0.52 0.152
H 1.069 1.600 -0.969 0.94 0.50 -0.38 0.116
O 0.379 1.939 0.940 0.52 -0.21 -2.22 0.030
```
Forces are in eV/Å.

Properties
- maximum force (eV Å⁻¹) = 3.88
- total charge = 0
- relative energy (zero: lowest compared OMol25 entry of this formula, charge and spin) (eV) = 1.802
- structure (SMILES) = C=C(C)CC=O
- HOMO (eV) = -9.469
- electronic energy (Ha) = -270.4917

***

No. 7
Below is a single C5H8O molecule, with properties calculated with the ωB97M-V functional and the def2-TZVPD basis.

The geometry in XYZ format:
```
14
Properties=species:S:1:pos:R:3:forces:R:3:lowdin_charge:R:1
O -1.759 0.949 -0.228 0.09 0.03 -0.11 -0.004
C -1.286 -0.364 -0.165 0.15 -0.37 -0.14 -0.322
C 0.046 -0.640 -0.774 0.17 -0.24 -0.22 -0.166
C 1.047 0.492 -0.479 0.10 0.07 -0.09 -0.136
C 0.746 0.379 1.037 0.05 0.03 0.12 -0.128
C -0.183 -0.789 0.737 -0.03 -0.25 0.36 -0.162
H -1.337 1.227 -1.048 -0.43 0.70 0.10 0.092
H -2.060 -1.119 -0.308 0.19 0.11 -0.10 0.148
H 0.187 -1.389 -1.547 0.02 0.00 0.20 0.127
H 0.905 1.479 -0.938 -0.06 -0.22 -0.03 0.101
H 2.061 0.149 -0.703 -0.14 0.12 0.01 0.108
H 1.619 0.108 1.634 -0.10 0.03 -0.12 0.106
H 0.247 1.238 1.495 0.10 -0.12 -0.09 0.108
H -0.233 -1.720 1.286 -0.11 0.11 0.12 0.129
```
Forces are in eV/Å.

Properties
- maximum force (eV Å⁻¹) = 0.83
- total charge = 0
- relative energy (zero: lowest compared OMol25 entry of this formula, charge and spin) (eV) = 2.115
- structure (SMILES) = O[C@H]1[C@H]2CC[C@@H]12
- HOMO (eV) = -9.625
- electronic energy (Ha) = -270.4802

***

No. 8
Below is a molecular structure, C5H8O, with properties calculated with the ωB97M-V functional and the def2-TZVPD basis.

The geometry in XYZ format:
```
14
Properties=species:S:1:pos:R:3:forces:R:3:lowdin_charge:R:1
C 1.130 0.538 0.309 0.01 -0.02 -0.01 -0.131
C 1.151 -0.960 -0.117 0.17 -0.12 -0.15 -0.171
C -0.163 -0.829 -0.863 0.30 0.07 0.17 -0.021
O -1.345 -0.894 0.539 -0.39 0.15 -0.18 -0.141
C -1.405 0.544 0.314 -0.22 0.16 0.14 -0.187
C -0.160 0.698 -0.542 -0.18 -0.10 0.07 -0.267
H 0.948 0.736 1.377 0.13 -0.18 -0.30 0.105
H 2.002 1.128 -0.003 -0.26 -0.18 0.01 0.100
H 1.220 -1.738 0.656 -0.05 0.21 -0.33 0.113
H 1.893 -1.164 -0.900 0.19 0.05 0.21 0.111
H -1.384 -1.324 -0.508 0.29 0.09 0.23 0.117
H -1.379 1.026 1.298 -0.03 0.08 -0.23 0.119
H -2.333 0.800 -0.206 0.09 0.05 0.05 0.118
H -0.174 1.440 -1.354 -0.05 -0.26 0.33 0.135
```
Forces are in eV/Å.

Properties
- maximum force (eV Å⁻¹) = 0.45
- total charge = 0
- relative energy (zero: lowest compared OMol25 entry of this formula, charge and spin) (eV) = 5.409
- HOMO (eV) = -8.436
- electronic energy (Ha) = -270.3591